{"formula": "C2H6N2O4", "method": "ωB97M-V with the def2-TZVPD basis set", "species": ["H", "H", "O", "O", "H", "C", "O", "C", "H", "O", "N", "H", "H", "N"], "coordinates": [[0.130, -1.984, 0.590], [-2.290, -1.573, 0.461], [-0.530, 1.133, -0.823], [0.605, 2.976, -1.421], [2.323, 1.390, -2.168], [0.551, 1.786, -1.317], [-2.167, -1.704, 1.408], [-1.085, -1.048, 1.888], [0.846, -0.737, 1.436], [-1.073, -0.526, 2.955], [-0.003, -1.064, 0.992], [1.311, 0.054, -2.054], [-0.212, 0.367, -0.302], [1.594, 0.929, -1.647]], "forces_ev_per_a": [[0.0, 0.1, -0.1], [0.2, -0.1, -0.1], [0.3, 0.1, 0.1], [-0.1, 0.1, -0.1], [0.0, 0.0, 0.0], [0.0, -0.1, 0.1], [-0.3, 0.0, 0.2], [0.0, 0.0, -0.3], [0.0, 0.0, 0.1], [0.1, 0.1, 0.3], [0.1, -0.2, 0.0], [0.0, -0.1, 0.0], [-0.3, -0.1, -0.1], [0.0, 0.0, -0.1]], "largest_force_ev_per_a": 0.38, "energy_ev": -13342.81159, "de_lowest_ev": 0.000, "homo_ha": -0.3869, "orbital_gap_ev": 10.6}